[1]
C4H6BrNO | wB97M-V/def2-TZVPD

XYZ file:
```
13
Properties=species:S:1:pos:R:3:forces:R:3
Br 2.8823 1.7322 0.2598 -0.6974 -0.3510 -0.0270
O 0.3774 0.4586 0.8080 2.4988 -0.5522 -0.9415
N 2.7159 -1.8440 -0.4399 0.4914 -1.0113 -0.1416
C -0.9661 0.6552 0.3370 1.1713 -0.7668 -1.6579
C 2.1367 -0.8733 -0.3040 -1.0387 1.2935 0.4845
C -1.6779 -0.7448 0.0957 -1.4282 2.8045 2.1856
C 1.4313 0.4197 -0.1870 -1.0388 0.6065 -0.0680
H -1.4046 1.3505 1.0677 -0.3090 -0.6378 -0.3070
H -1.1942 -1.4144 -0.5585 0.8362 -0.6803 -0.4710
H -0.7458 1.2129 -0.6100 -1.2701 -0.3366 0.4225
H 1.1321 0.7311 -1.2522 -0.0217 -0.3846 1.7267
H -2.0223 -1.1621 1.0649 1.1127 -0.2124 -0.3655
H -2.6649 -0.5216 -0.2813 -0.3064 0.2286 -0.8398
```
Positions in Å, forces in eV/Å.

The total energy comes out at -77823.541 eV. The largest force on an atom is 0.07451 Eh/bohr. The SMILES is CCO[C@@H](Br)C#N. The calculation puts the LUMO energy at 0.27 eV. The total charge is 0. Its frontier orbital gap is 11.00 eV. The energy relative to the best compared isomer or geometry (same formula, charge and spin) is 123.8 kJ/mol.



[2]
C5H9InMgO4 | wB97M-V/def2-TZVPD

XYZ file:
```
20
Properties=species:S:1:pos:R:3:forces:R:3
In 3.4200 0.7526 0.6423 6.9461 2.7235 0.4309
Mg 0.8114 0.5111 1.0262 -2.2841 -0.6033 -1.1030
O -0.0629 -1.4058 -0.2080 0.8260 2.0646 0.3234
O -1.1246 1.0184 0.5884 2.1204 -0.4953 0.1102
O 1.9791 1.2841 -0.3545 -3.1196 2.1049 -1.8221
O 2.4452 -0.7933 0.8806 -3.0185 -3.2672 2.8471
C 1.0075 -2.2672 -0.2711 0.6794 0.0130 0.0594
C -1.4907 0.3797 -0.6459 -0.0378 0.7766 -0.1470
C -2.0901 1.8648 1.1830 -1.0405 0.4684 0.5145
C 2.1184 -2.0230 0.4495 0.5600 -1.7405 -2.4741
C -0.2804 -0.3531 -1.1731 0.7958 -0.1469 -1.2764
H -1.6060 2.3821 2.0184 -0.1958 -0.1192 -0.1921
H 2.9582 -2.7181 0.3504 -0.4158 0.0611 0.3402
H -0.4893 -0.7799 -2.1610 0.1971 0.1488 0.0757
H -2.3102 -0.3118 -0.3916 0.2445 0.0425 -0.5367
H 0.9249 -3.0798 -0.9926 -0.0627 -0.1838 0.6362
H -2.9120 1.2350 1.5538 0.1078 0.4013 -0.0804
H -2.4507 2.6070 0.4566 0.0926 -0.2573 0.2091
H -1.8010 1.1608 -1.3557 -0.0636 -0.3478 0.1235
H 0.9531 0.5365 -1.5959 -2.3314 -1.6433 1.9618
```
Positions in Å, forces in eV/Å.

The total energy comes out at -24116.527 eV. The largest force on an atom is 0.14533 Eh/bohr. The calculation puts the LUMO energy (alpha / beta) at -11.69 / -11.52 eV. The total charge is +2. Its frontier orbital gap (alpha / beta) is 5.09 / 5.40 eV.



[3]
C5H13O3PS | wB97M-V/def2-TZVPD

XYZ file:
```
23
Properties=species:S:1:pos:R:3:forces:R:3
S -1.2751 -0.5219 0.3173 1.9752 0.0453 -0.1195
P 1.5669 0.1321 0.0952 -0.5916 -0.4061 1.6674
O -2.0758 -0.9518 1.4237 -0.5104 0.3067 0.3845
O 0.3009 -0.5096 0.9496 0.2733 0.0503 -0.1321
O 1.2086 0.1160 -1.3154 -0.1580 0.5453 -1.8359
C -2.9389 1.4163 -0.1910 -0.6143 0.5319 3.6170
C -1.4934 1.0394 -0.3243 0.4000 -1.9725 -1.9914
C 2.9493 -1.1281 0.1359 -1.9360 1.6511 -2.2801
C -0.9371 -2.0645 -0.6526 -1.4528 0.5615 -0.6458
C 1.7346 1.8315 0.8131 -0.5119 -0.4113 -0.3724
H -0.4280 -2.7116 0.0502 -0.0481 -0.0887 0.1892
H 2.6743 2.1894 0.3896 -0.0624 0.3718 0.0286
H 3.6034 -0.7153 -0.6628 -0.1585 -0.4426 0.6438
H -3.6179 0.8307 -0.7218 -1.1090 -1.0327 -1.3894
H 2.3871 -1.9621 -0.3015 0.1989 0.0950 -0.0689
H -1.9721 -2.5396 -0.9453 2.1780 1.1683 0.2125
H 1.7848 1.9022 1.9306 -0.2424 -0.2425 -1.0800
H 3.4461 -1.4852 0.9583 1.1900 -0.3147 2.2175
H 0.8339 2.3957 0.3590 1.4304 -0.9490 0.8642
H -3.1582 1.0746 0.9239 -0.1599 1.4898 -2.0086
H -1.1294 0.9139 -1.4009 -0.0690 0.4587 1.4101
H -3.2446 2.4806 -0.3933 0.8728 -0.9004 0.5535
H -0.2195 -1.7323 -1.4375 -0.8945 -0.5151 0.1357
```
Positions in Å, forces in eV/Å.

The total energy comes out at -31659.978 eV. The largest force on an atom is 0.07209 Eh/bohr. The SMILES is CC=[S@](C)(=O)OP(C)(C)=O. The calculation puts the LUMO energy at 0.60 eV. The total charge is 0. Its frontier orbital gap is 8.69 eV. The energy relative to the best compared isomer or geometry (same formula, charge and spin) is 207.9 kJ/mol.



[4]
C5H13N2 | wB97M-V/def2-TZVPD

XYZ file:
```
20
Properties=species:S:1:pos:R:3:forces:R:3
N 0.5987 -0.8974 0.6180 0.2437 -0.3579 0.1321
N -1.7723 -0.8471 -1.4009 -0.3137 -0.1668 0.0376
C 0.2671 1.2979 1.4624 1.0469 0.0136 -0.0910
C -0.3596 -0.7686 -1.6938 0.0959 0.2384 -0.1466
C -0.2218 1.2509 0.0046 -0.4170 -0.3499 0.0869
C 1.1004 0.0186 1.7062 -0.7882 -0.0034 -0.1392
C 0.3716 -0.0072 -0.5982 0.5393 -0.5735 0.2644
H -2.2177 -1.6179 -1.8849 0.0912 0.0128 0.0630
H 0.0455 -1.7806 -1.7853 0.0343 0.0375 0.1540
H 0.0833 2.1061 -0.5815 0.0301 0.2532 -0.0185
H 0.8118 -0.4290 2.6527 0.4782 -0.0678 0.1225
H -0.0926 -0.2898 -2.6378 -0.1664 0.1568 -0.1529
H 1.2641 -1.6368 0.3749 -0.0809 0.1265 0.1801
H 2.1803 0.1142 1.6003 -0.1543 0.0963 0.0487
H -1.3028 1.1877 -0.0029 -0.2059 0.0541 -0.1078
H 1.3942 0.2040 -0.9145 0.0435 -0.0226 -0.1493
H 0.8954 2.1692 1.6216 -0.0552 0.0773 0.2022
H -2.2664 -0.0102 -1.6879 0.0413 -0.0226 0.0469
H -0.2444 -1.3740 0.9622 -0.1301 0.2899 -0.5349
H -0.5345 1.3101 2.1848 -0.3329 0.2083 0.0019
```
Positions in Å, forces in eV/Å.

The total energy comes out at -8369.899 eV. The largest force on an atom is 0.02044 Eh/bohr. The SMILES is NC[C@H]1CCC[NH2+]1. The calculation puts the LUMO energy at -3.11 eV. The total charge is +1. Its frontier orbital gap is 10.61 eV. The energy relative to the best compared isomer or geometry (same formula, charge and spin) is 87.9 kJ/mol.